(1)
The following is a DFT calculation (ωB97M-V/def2-TZVPD) of a cluster of 4 separate species, H8O4 in total at a distorted geometry.

```
12
Properties=species:S:1:pos:R:3:forces:R:3:lowdin_charge:R:1
H -3.9945 -0.7002 1.0222 0.5 0.3 0.6 0.010
H -0.0424 1.7833 -0.9905 -0.1 -0.9 -0.9 0.009
H 1.5100 -1.6724 -0.1176 -0.1 0.2 -1.0 0.019
O 1.4936 -1.3852 -1.0485 -1.2 -1.3 -0.5 -0.091
O 0.1329 2.4030 -0.3042 -0.4 1.3 0.8 -0.054
H -0.5367 3.1031 -0.4290 0.5 -0.5 0.1 0.048
O -4.1851 -0.7639 0.0965 0.8 0.7 -2.1 -0.081
H 2.9391 -0.6929 1.4946 -1.3 0.7 -0.1 0.083
H 1.4391 -0.2243 1.1063 -1.5 0.2 1.2 0.022
H -3.5065 -0.2518 -0.4457 -1.3 -1.0 1.6 0.071
O 2.3255 -0.2934 0.8390 3.6 0.1 0.6 -0.058
H 2.4249 -1.3052 -1.2232 0.5 0.3 -0.2 0.022
```
Positions in Å, forces in eV/Å.

Total charge: 0
Energy above the lowest of the compared OMol25 structures with the same formula, charge and spin (kJ/mol): 174.9
Multiplicity: 1
Kohn-Sham gap (eV): 10.85
HOMO level (eV): -10.5

***

(2)
The following is a DFT calculation (ωB97M-V/def2-TZVPD) of a cluster of 2 separate species, H8O4Si3 in total at a distorted geometry.

```
15
Properties=species:S:1:pos:R:3:forces:R:3:lowdin_charge:R:1
H 0.9888 -0.4238 3.2518 -0.4 -1.6 -1.1 -0.007
H -2.8170 -0.4035 1.9450 -0.4 -0.8 0.0 -0.161
H 1.1647 -3.3193 -2.3297 0.6 -0.7 0.6 -0.007
H 1.6107 2.3570 2.4383 -0.3 -1.0 0.0 0.076
Si -1.8330 0.6368 1.8356 1.6 1.4 0.3 0.515
O 1.4713 1.4237 2.7023 0.7 3.3 0.4 -0.248
Si 0.7860 -1.9499 -2.1495 -1.6 0.1 -2.1 0.444
O 1.3198 -0.8205 -2.9921 1.0 0.7 0.4 -0.320
Si 0.6215 0.2788 1.9586 -1.4 -0.1 1.7 0.192
H -2.1754 1.6347 2.9571 0.2 -0.5 -0.7 -0.109
O -0.7411 -1.9275 -1.6755 -2.4 -0.2 0.1 -0.188
H 1.1580 -0.2190 -0.3287 0.0 1.3 1.5 0.016
O 1.2869 0.3437 0.4834 0.2 -1.8 -2.2 -0.202
H -1.6121 -1.7018 -2.1345 2.3 -0.2 1.0 0.127
H -1.9151 1.3067 0.5041 -0.3 0.0 0.2 -0.128
```
Positions in Å, forces in eV/Å.

Total charge: 0
Energy above the lowest of the compared OMol25 structures with the same formula, charge and spin (kJ/mol): 146.4
Multiplicity: 1
Kohn-Sham gap (eV): 7.99
HOMO level (eV): -9.3

***

(3)
The following is a DFT calculation (ωB97M-V/def2-TZVPD) of a structure of composition H8O4Tl at a distorted geometry.

```
13
Properties=species:S:1:pos:R:3:forces:R:3:lowdin_charge:R:1
H 0.6186 3.0236 -1.2506 0.4 0.5 0.4 0.081
H -0.7968 -1.7335 2.6774 0.2 -0.4 0.3 0.071
Tl 0.3573 -0.5056 -0.3043 -0.1 0.5 0.5 1.494
H -1.7552 -0.5706 2.8224 -0.3 0.5 0.2 0.080
O 0.4588 2.1490 -1.6053 -0.6 -1.0 0.5 -0.064
O -1.1323 -0.9667 2.2130 0.5 -0.2 -1.1 -0.066
O -2.3370 0.6743 -0.3548 0.8 -1.2 0.2 0.058
H -2.6870 0.8196 -1.2338 -0.2 0.1 -0.9 0.099
H 0.2804 2.2956 -2.5342 0.1 -0.1 -0.6 0.076
H 3.4840 -2.0819 -0.9323 0.2 0.1 -0.6 0.073
H 3.3209 -2.4910 0.5161 0.0 -0.2 0.6 0.076
H -2.7048 1.3850 0.1704 0.0 0.8 0.6 0.107
O 2.8932 -1.9978 -0.1840 -0.9 0.7 -0.1 -0.084
```
Positions in Å, forces in eV/Å.

Total charge: +2
Energy above the lowest of the compared OMol25 structures with the same formula, charge and spin (kJ/mol): 0.0
<S²>: 0.759
Multiplicity: 2
Kohn-Sham gap (alpha / beta) (eV): 11.08 / 4.61
HOMO level (alpha / beta) (eV): -19.9 / -19.8

***

(4)
The following is a DFT calculation (ωB97M-V/def2-TZVPD) of a cluster of 4 separate species, H9NO3 in total at a distorted geometry.

```
13
Properties=species:S:1:pos:R:3:forces:R:3:lowdin_charge:R:1
H -2.6651 1.3179 0.9756 -0.7 0.9 -0.5 -0.002
H 0.0780 0.4439 3.7353 0.0 0.1 -0.4 0.032
H -1.6768 0.6444 1.8303 -0.2 -0.6 -0.5 -0.013
H 0.4222 -1.4043 -4.1062 -0.3 0.3 0.1 0.035
H 0.8451 0.9326 -0.8326 0.4 -0.3 0.2 0.038
O 0.8760 -1.8771 -3.4056 -0.2 0.2 0.0 -0.044
H -0.1717 2.0149 3.4167 0.4 -0.1 -0.5 0.030
O -2.3245 0.4484 1.1053 1.0 -0.3 0.9 -0.096
H 0.6524 1.0066 2.2854 0.0 0.4 0.2 0.025
H 1.5137 -2.3753 -3.9116 0.5 -0.4 0.1 0.030
H 1.1293 -0.5382 -1.0310 0.4 0.4 0.3 0.029
N -0.0855 1.1023 2.9746 -0.5 -0.4 0.6 0.018
O 1.4834 0.2472 -0.5668 -0.8 -0.1 -0.6 -0.083
```
Positions in Å, forces in eV/Å.

Total charge: 0
Energy above the lowest of the compared OMol25 structures with the same formula, charge and spin (kJ/mol): 39.2
Multiplicity: 1
Kohn-Sham gap (eV): 11.20
HOMO level (eV): -10.4

***

(5)
The following is a DFT calculation (ωB97M-V/def2-TZVPD) of a cluster of 2 separate species, H9NSi3 in total at a distorted geometry.

```
13
Properties=species:S:1:pos:R:3:forces:R:3:lowdin_charge:R:1
H -1.5795 1.7534 -0.7808 -0.4 0.1 0.5 -0.107
Si -2.0856 0.3649 -0.5562 -0.3 0.6 -2.1 0.275
H -1.3196 -1.6170 1.9391 -0.4 -1.3 0.4 -0.189
Si -1.3101 -0.3094 1.4141 3.1 0.9 -0.3 0.392
H 2.5014 -1.4660 0.9727 0.6 -1.3 0.5 -0.148
H -3.5031 0.2123 -0.9024 -0.6 0.3 0.5 -0.141
H 2.7779 -0.3414 -1.7477 -2.6 0.6 1.3 0.067
H 1.1630 0.3803 -1.5714 -0.1 0.4 -0.6 -0.039
Si 1.9808 -0.2211 0.5822 -2.4 1.4 -0.6 0.519
H -1.6614 -0.1301 -1.8820 0.7 -0.7 0.2 -0.128
H 2.7691 0.8568 1.3063 -0.4 -0.3 -0.4 -0.119
N 1.8577 -0.2105 -1.1726 2.9 -0.8 0.3 -0.227
H -1.5906 0.7278 2.3986 -0.1 0.2 0.3 -0.155
```
Positions in Å, forces in eV/Å.

Total charge: 0
Energy above the lowest of the compared OMol25 structures with the same formula, charge and spin (kJ/mol): 197.7
Multiplicity: 1
Kohn-Sham gap (eV): 7.24
HOMO level (eV): -7.8

***

(6)
The following is a DFT calculation (ωB97M-V/def2-TZVPD) of a cluster of 4 separate species, H9O4 in total at a distorted geometry.

```
13
Properties=species:S:1:pos:R:3:forces:R:3:lowdin_charge:R:1
H 1.7740 1.7418 -1.6639 -0.3 0.2 0.6 0.113
H 1.6498 -1.2012 1.0141 0.0 -0.3 0.0 0.103
O 1.0294 -1.8267 0.6087 -0.1 0.7 0.4 0.024
H -1.0976 -0.0662 -0.1686 -0.5 0.1 -0.1 0.068
H -2.1504 -0.1536 1.6311 -0.2 -0.3 0.5 0.090
O 1.2636 1.5385 -0.8574 0.4 -0.7 -0.7 0.011
H 1.0117 2.3431 -0.4184 0.0 0.8 0.1 0.083
H 1.5251 -2.6089 0.3829 0.3 -0.5 -0.2 0.095
O -2.0229 0.4859 0.9352 0.6 0.2 -0.4 0.027
O -0.4130 -0.3736 -0.8509 -0.4 -0.2 0.5 0.168
H -2.8888 0.7489 0.6256 -0.5 0.1 0.0 0.095
H 0.1948 0.4164 -0.9311 0.4 0.4 -0.4 0.059
H 0.1243 -1.0445 -0.3073 0.3 -0.4 -0.3 0.063
```
Positions in Å, forces in eV/Å.

Total charge: +1
Energy above the lowest of the compared OMol25 structures with the same formula, charge and spin (kJ/mol): 19.7
Multiplicity: 1
Kohn-Sham gap (eV): 13.76
HOMO level (eV): -17.1

***

(7)
The following is a DFT calculation (ωB97M-V/def2-TZVPD) of a cluster of 5 separate species, H9O4S in total.

```
14
Properties=species:S:1:pos:R:3:forces:R:3:lowdin_charge:R:1
O 2.3668 -0.8211 0.7954 0.0 -0.2 0.1 -0.131
H -0.0362 2.3617 1.2049 0.0 0.0 0.0 0.042
H -0.2190 -1.0195 -0.8899 -0.1 0.2 -0.4 -0.104
H 1.8696 0.1412 -2.5163 0.1 -0.1 0.1 -0.361
H -1.9126 0.6088 0.7478 0.0 0.3 0.0 -0.019
H 1.9241 -0.3892 0.0343 0.1 0.1 -0.1 -0.102
O -2.7731 0.4788 0.3218 -0.1 -0.1 0.1 -0.104
H -2.5617 -0.2144 -0.3156 0.1 -0.1 0.0 -0.004
S 0.9433 0.7620 -1.7762 -0.1 0.1 0.1 0.080
H 1.8449 -0.5533 1.5581 0.0 0.1 -0.1 0.008
O -0.9939 -1.6104 -0.7722 0.1 -0.6 0.5 -0.134
H 0.3790 1.1046 0.4560 0.0 0.1 -0.1 -0.098
O -0.1086 1.4046 1.2490 0.1 -0.2 0.1 -0.110
H -0.7226 -2.2537 -0.0971 -0.1 0.4 -0.3 0.037
```
Positions in Å, forces in eV/Å.

Total charge: -1
Energy above the lowest of the compared OMol25 structures with the same formula, charge and spin (kJ/mol): 37.5
Multiplicity: 1
Kohn-Sham gap (eV): 7.80
HOMO level (eV): -4.0

***

(8)
The following is a DFT calculation (ωB97M-V/def2-TZVPD) of a cluster of 5 separate species, H9S5 in total at a distorted geometry.

```
14
Properties=species:S:1:pos:R:3:forces:R:3:lowdin_charge:R:1
H 2.6177 1.1684 0.5343 -0.4 0.0 -0.1 -0.221
S -1.2713 -1.0689 -0.2090 1.0 1.2 1.4 -0.028
S 0.3572 1.6387 -2.3523 0.2 1.9 -0.7 0.409
H 2.1197 -2.6975 2.6030 1.3 -0.2 3.3 -0.343
S 1.4385 -2.4014 1.6094 -2.3 0.9 -3.8 0.432
H 0.2818 0.3959 -1.9906 -0.6 -1.3 0.7 -0.321
H 3.2684 1.0629 -1.3137 -0.5 0.1 -0.5 -0.272
H -4.6048 -0.0104 1.9080 0.4 0.3 -0.7 -0.234
S -4.1615 0.9151 0.9987 -0.2 -0.5 0.0 0.315
H -0.8623 2.0638 -1.9362 0.4 -0.6 0.0 -0.207
H 0.4015 -1.5815 2.0034 0.9 -0.7 0.4 -0.217
H -1.9386 -1.6629 -1.1118 -1.1 -1.2 -1.6 -0.463
H -3.4007 0.0609 0.1840 -0.1 0.3 0.9 -0.303
S 3.7695 0.9915 -0.1018 0.9 -0.1 0.6 0.452
```
Positions in Å, forces in eV/Å.

Total charge: -1
Energy above the lowest of the compared OMol25 structures with the same formula, charge and spin (kJ/mol): 89.1
Multiplicity: 1
Kohn-Sham gap (eV): 6.61
HOMO level (eV): -3.5